[1]
This record from the OMol25 dataset describes a molecular structure, Ag2IK2N3O17Pb2S2. The level of theory is ωB97M-V/def2-TZVPD.

CARTESIAN COORDINATES (ANGSTROEM)
K  2.7505  -2.2392  -3.8716
K  -3.6334  1.2084  1.8648
Pb  1.3598  -2.4966  3.1729
Pb  -0.0072  0.0602  -0.4739
Ag  3.5386  2.1310  1.3397
Ag  -3.3021  -1.1381  -1.4445
N  -2.1899  3.0020  -1.3208
O  -2.1609  3.8242  -0.4006
O  -2.4398  3.4048  -2.4457
O  -1.9586  1.7520  -1.0331
N  0.2404  1.6422  2.6668
O  0.4676  1.2598  1.5109
O  -0.7683  2.3027  2.7778
O  0.9538  1.2115  3.5841
N  2.1870  1.6856  -1.7983
O  2.5708  1.4732  -0.6167
O  1.0072  1.6607  -2.1230
O  2.9781  1.8045  -2.6999
S  -1.9353  -1.6578  1.5157
O  -0.5221  -1.7615  1.9676
O  -2.2198  -3.0244  0.9884
O  -2.7647  -1.2652  2.6421
O  -2.0062  -0.5388  0.5068
S  1.7976  -2.6381  -0.5285
O  3.0536  -3.2778  -0.8268
O  1.6892  -1.3825  -1.3052
O  0.7409  -3.5826  -0.7611
O  1.7744  -2.4144  0.9597
I  -1.2009  -1.0055  -3.8476

Its HOMO energy is -7.58 eV. As for the total energy: -120183.9697 eV. Its frontier orbital gap is 0.1818 Eh. The LUMO energy is -2.637 eV.



[2]
This record from the OMol25 dataset describes a molecular structure, AlBH8O2. The level of theory is ωB97M-V/def2-TZVPD.

CARTESIAN COORDINATES (ANGSTROEM)
Al  0.4175  -0.2098  -0.2416
B  1.6168  0.9095  1.6053
H  1.8117  1.2615  0.6042
H  2.2700  1.4134  2.3008
H  0.5975  1.1827  1.8301
H  1.6760  -0.1667  1.5548
O  -1.7023  0.1970  -0.4583
H  -2.2864  0.8466  -0.0671
H  -2.2743  -0.5380  -0.6791
O  -0.5572  -1.4228  -1.8567
H  -1.4822  -1.5699  -2.0542
H  -0.0870  -1.9034  -2.5381

Its HOMO energy is -20.84 eV. As for the total energy: -11473.8699 eV. The total charge is +2. Its frontier orbital gap is 0.2594 Eh. The LUMO energy is -13.778 eV.



[3]
This record from the OMol25 dataset describes a molecular structure, AlBrFH4MgNO2P. The level of theory is ωB97M-V/def2-TZVPD.

CARTESIAN COORDINATES (ANGSTROEM)
N  0.8396  -0.4778  2.0183
P  0.1553  -1.0023  0.6780
O  -1.5029  -0.9834  0.9029
O  0.6070  -2.5670  0.3494
Al  0.7206  0.4835  -1.0377
F  0.7031  -0.3919  -2.6035
Br  -0.9196  2.2705  -1.1826
H  1.3872  0.3594  1.7873
H  -1.7344  -0.3148  1.5555
H  0.2382  -2.8050  -0.5172
H  2.1457  1.1170  -0.8176
Mg  -2.6400  4.3118  -1.1330

Its HOMO energy is -11.82 eV. As for the total energy: -99734.3675 eV. The total charge is +1. Its frontier orbital gap is 0.1022 Eh. The LUMO energy is -9.042 eV.



[4]
This record from the OMol25 dataset describes a molecular structure, AlFHMgNO3S2. The level of theory is ωB97M-V/def2-TZVPD.

CARTESIAN COORDINATES (ANGSTROEM)
Mg  1.0113  3.2162  0.2371
N  0.0230  0.3643  -1.0252
S  0.1331  1.9489  -1.8162
S  0.9794  0.0597  0.1685
O  -0.2453  -1.4577  0.8619
O  1.4245  1.2823  0.9159
F  2.4335  -0.4275  -0.4850
Al  -1.2762  -0.9641  -0.6101
O  -2.0231  -2.1423  0.4686
H  -2.4602  -1.8797  1.2845

Its multiplicity is 2. Its HOMO energy (alpha / beta) is -11.11 / -12.98 eV. As for the total energy: -44068.2768 eV. The total charge is +1. Its frontier orbital gap (alpha / beta) is 0.1612 / 0.2279 Eh. The LUMO energy (alpha / beta) is -6.724 / -6.774 eV.



[5]
This record from the OMol25 dataset describes a molecular structure, AlH2O. The level of theory is ωB97M-V/def2-TZVPD.

CARTESIAN COORDINATES (ANGSTROEM)
Al  0.6862  2.2116  -0.6085
O  0.1034  -0.4907  0.0960
H  -0.2157  -0.7726  1.0258
H  -0.5738  -0.9484  -0.5133

Its HOMO energy is -31.07 eV. As for the total energy: -8628.0044 eV. The total charge is +3. Its frontier orbital gap is 0.2147 Eh. The LUMO energy is -25.229 eV.



[6]
This record from the OMol25 dataset describes a molecular structure, AlH8O4. The level of theory is ωB97M-V/def2-TZVPD.

CARTESIAN COORDINATES (ANGSTROEM)
Al  -0.2542  -0.9003  -0.1126
O  0.3590  0.2069  2.5895
H  0.8429  1.0220  2.7226
H  0.1983  -0.1238  3.4733
O  -2.9846  -0.7870  0.8857
H  -3.4118  -0.4125  1.6560
H  -3.6832  -1.2533  0.4267
O  2.0717  -1.1732  -1.8118
H  2.2219  -0.4094  -2.3688
H  2.9208  -1.6135  -1.7743
O  0.5099  1.4897  -1.6882
H  1.2652  2.0760  -1.6432
H  -0.0561  1.8784  -2.3551

Its multiplicity is 2. Its HOMO energy (alpha / beta) is -28.46 / -27.35 eV. As for the total energy: -14852.9894 eV. The total charge is +4. Its frontier orbital gap (alpha / beta) is 0.1825 / 0.1410 Eh. The LUMO energy (alpha / beta) is -23.494 / -23.515 eV.



[7]
This record from the OMol25 dataset describes a molecular structure, AsCsF6. The level of theory is ωB97M-V/def2-TZVPD.

CARTESIAN COORDINATES (ANGSTROEM)
Cs  -1.4851  2.9214  0.8815
As  0.1947  -0.4301  -0.1430
F  1.2988  -1.6613  0.6640
F  -1.0619  -0.9972  0.9285
F  -0.8044  0.7772  -0.9182
F  1.5834  0.1945  -1.1788
F  -0.3767  -1.6486  -1.3374
F  0.6513  0.8441  1.1032

Its HOMO energy is -12.20 eV. As for the total energy: -77695.3864 eV. Its frontier orbital gap is 0.4078 Eh. The LUMO energy is -1.102 eV.



[8]
This record from the OMol25 dataset describes a molecular structure, AsF6H18O9. The level of theory is ωB97M-V/def2-TZVPD.

CARTESIAN COORDINATES (ANGSTROEM)
As  0.1151  -0.1015  0.0856
F  1.8051  0.4228  0.4953
F  0.3292  -1.5791  1.1601
F  -1.5475  -0.7026  -0.3591
F  -0.0342  1.3852  -0.9032
F  0.6649  -0.9440  -1.3607
F  -0.5414  0.8173  1.4580
O  -5.6573  3.1640  0.2885
H  -5.3051  2.9051  1.1400
H  -6.3805  2.5565  0.1331
O  3.4986  -2.7823  -5.1053
H  2.9916  -2.4068  -4.3855
H  3.9411  -2.0328  -5.5037
O  2.9615  -6.1886  -0.5727
H  2.8781  -6.5739  0.2996
H  2.6027  -5.3060  -0.4805
O  0.6786  5.2577  3.6698
H  0.4253  4.3536  3.4835
H  -0.1225  5.7640  3.5349
O  6.6129  1.1413  0.4214
H  5.6566  1.1227  0.3856
H  6.8812  0.2734  0.1198
O  -5.2300  -1.8419  2.6124
H  -6.1059  -2.1978  2.4624
H  -4.9685  -1.4828  1.7645
O  -3.2057  0.3101  -4.3747
H  -4.1468  0.1899  -4.5017
H  -3.0263  -0.0848  -3.5214
O  3.3214  -4.0400  3.7467
H  4.1099  -3.7545  3.2853
H  2.6184  -3.5099  3.3712
O  -1.9992  5.6740  -0.9281
H  -1.2673  5.2154  -1.3408
H  -2.5543  4.9760  -0.5804

Its HOMO energy is -9.31 eV. As for the total energy: -95868.9409 eV. The total charge is -1. Its frontier orbital gap is 0.4206 Eh. The LUMO energy is 2.133 eV.



[9]
This record from the OMol25 dataset describes a molecular structure, AsF6H26O13. The level of theory is ωB97M-V/def2-TZVPD.

CARTESIAN COORDINATES (ANGSTROEM)
As  10.0674  -13.5579  11.9732
F  8.6796  -12.6617  12.5637
F  9.9013  -14.7895  13.1803
F  11.4504  -14.3494  11.2990
F  10.2542  -12.2501  10.8317
F  11.1513  -12.7302  13.0569
F  9.0163  -14.3372  10.8728
O  10.9603  -16.1284  9.3231
H  11.1965  -15.5033  10.0248
H  11.6539  -16.0420  8.6624
O  10.2586  -13.3890  7.5814
H  10.8889  -12.6673  7.6825
H  9.5205  -13.1235  8.1496
O  10.3591  -10.9701  15.0648
H  9.6132  -10.4551  14.7424
H  10.5009  -11.6282  14.3710
O  13.7474  -15.9824  11.4423
H  14.5968  -16.4337  11.4166
H  13.1806  -16.4835  10.8432
O  8.4740  -11.7228  8.8720
H  8.8989  -11.9100  9.7256
H  7.7323  -11.1494  9.0862
O  13.6997  -13.9731  13.5627
H  13.6967  -14.4715  12.7335
H  12.8903  -13.4535  13.5144
O  8.4889  -10.0894  12.4616
H  7.6837  -10.1463  12.9840
H  8.7569  -11.0184  12.3443
O  7.5861  -16.1527  13.0018
H  8.4268  -15.7936  13.3189
H  7.2837  -16.7504  13.6910
O  12.2194  -17.3710  13.6211
H  12.4468  -17.3278  12.6905
H  11.6152  -16.6330  13.7470
O  8.9581  -17.6993  10.6379
H  8.7672  -17.2160  9.8248
H  8.5221  -17.1950  11.3359
O  8.2718  -16.2201  8.2467
H  9.1803  -15.9371  8.4541
H  7.8074  -15.4035  8.0445
O  11.1987  -10.6228  7.8342
H  11.7131  -9.8116  7.8257
H  10.5766  -10.5229  8.5646
O  6.1389  -13.7952  11.6951
H  6.8745  -13.5346  11.1356
H  6.5481  -14.3120  12.3992

Its HOMO energy is -7.57 eV. As for the total energy: -104191.1118 eV. The total charge is -1. Its frontier orbital gap is 0.3666 Eh. The LUMO energy is 2.408 eV.